# 1
C11H3N3O4RuS2 | the ωB97M-V functional and the def2-TZVPD basis

Calculated values
E in eV: -48366.55848
Multiplicity: 5
Kohn-Sham gap (alpha / beta) in eV: 7.7802 / 6.7656
Expectation value of S²: 6.04

Last column: Löwdin charge in e.
CARTESIAN COORDINATES (ANGSTROEM)
Ru 1.08102 -0.29789 0.05797  1.146
O 1.09100 3.57510 1.14039  0.139
C 0.90279 2.39992 1.01481  -0.525
O 1.60016 1.59062 0.20776  -0.218
C -0.16197 1.65596 1.79010  -0.153
C -1.04728 2.15669 2.72419  0.042
C -1.93864 1.26666 3.31786  -0.007
C -1.92833 -0.08456 2.98272  0.042
C -1.01296 -0.50938 2.03920  -0.152
N -0.18798 0.36728 1.48978  -0.009
C -0.79118 -1.90906 1.50832  -0.524
O -1.42890 -2.84995 1.88282  0.140
O 0.20261 -1.96345 0.61164  -0.224
H -1.02295 3.20964 2.96688  0.132
H -2.64602 1.63008 4.05098  0.119
H -2.60117 -0.80237 3.43014  0.132
S 2.41572 -1.16621 -1.70128  0.651
C 1.12445 -0.82921 -2.73932  -1.207
S -0.25464 -0.08662 -2.21468  0.714
C 1.25371 -1.25293 -4.16502  -0.299
C 1.41208 -2.61165 -4.47819  -0.185
N 1.54253 -3.73009 -4.73594  0.214
C 1.21878 -0.28224 -5.17722  -0.183
N 1.17717 0.52367 -6.00391  0.214

# 2
C11H40MnN18O11 | the ωB97M-V functional and the def2-TZVPD basis

Calculated values
Energy relative to the best compared isomer or geometry (same formula, charge and spin) in kcal/mol: 36.8
E in eV: -92714.96739
Multiplicity: 7
Kohn-Sham gap (alpha / beta) in eV: 7.4513 / 3.2453
Total charge: +1
Expectation value of S²: 12.01

Last column: Löwdin charge in e.
CARTESIAN COORDINATES (ANGSTROEM)
Mn -21.88884 10.97500 31.85060  1.121
O -21.49790 12.37236 30.29340  -0.392
C -21.57318 13.60705 30.99353  -0.245
C -21.33374 13.63206 32.60942  -0.159
O -21.94212 12.56214 33.33597  -0.166
H -22.46026 14.14400 30.65754  0.111
H -20.73691 14.18308 30.59738  0.100
H -21.55500 14.61115 33.03430  0.119
H -20.28347 13.44038 32.82916  0.128
C -25.09330 11.26042 31.27016  -0.646
O -23.96940 11.01817 31.76177  -0.055
N -25.76356 12.36943 31.35434  0.187
N -25.85524 10.43745 30.56713  0.203
H -25.42714 13.30960 31.50605  0.138
H -26.75032 12.19722 31.22495  0.128
H -25.50982 9.52885 30.29281  0.142
H -26.69040 10.88502 30.21744  0.127
C -16.10858 12.78650 33.19364  -0.821
O -15.20227 13.38075 32.74296  0.111
N -16.02920 11.67597 33.97777  0.134
N -17.32821 13.03440 33.21460  0.157
H -15.09115 11.44773 34.27454  0.113
H -16.76030 10.99516 33.82913  0.097
H -17.67193 13.86047 32.74603  0.099
H -17.91832 12.57262 33.89182  0.100
C -24.38274 12.96320 35.68693  -0.822
O -25.27924 12.99439 36.51320  0.090
N -23.73595 11.94410 35.36149  0.197
N -23.82988 13.95362 35.12487  0.189
H -23.82685 11.01330 35.74285  0.139
H -22.94161 12.21742 34.80077  0.038
H -23.12943 13.65705 34.46039  0.058
H -24.46567 14.73745 35.08634  0.083
C -23.74774 12.09341 27.47545  -0.829
O -24.44155 12.00414 26.52137  0.093
N -24.06331 12.78986 28.50187  0.166
N -22.57394 11.59386 27.69402  0.173
H -23.35208 13.02799 29.17829  0.064
H -24.97257 13.16499 28.73127  0.117
H -21.88812 11.38957 26.98127  0.119
H -22.16382 11.78537 28.59692  0.041
C -24.06604 17.32697 35.29464  -0.811
O -24.96051 16.51583 35.17258  0.021
N -23.88516 18.11958 36.28710  0.198
N -23.17256 17.41240 34.38086  0.172
H -23.03297 18.66062 36.32089  0.120
H -24.52101 18.13109 37.07174  0.138
H -23.40298 16.77211 33.63451  0.117
H -22.32296 17.94990 34.47774  0.122
C -21.95776 8.79970 34.45494  -0.722
O -22.31623 9.32775 33.41260  -0.016
N -21.21060 9.37208 35.33521  0.202
N -22.06617 7.53491 34.79722  0.194
H -20.94361 8.84716 36.15574  0.138
H -21.11454 10.36782 35.19608  0.100
H -22.66694 6.94207 34.24250  0.137
H -21.43741 7.21825 35.52143  0.128
C -19.85995 12.89259 36.77988  -0.792
O -19.25891 11.88455 36.44197  0.018
N -19.83505 13.44706 37.93439  0.195
N -20.69013 13.52172 36.00405  0.174
H -19.32489 12.97724 38.66862  0.143
H -20.38051 14.29707 37.94280  0.123
H -20.79031 13.15112 35.06985  0.063
H -21.12622 14.39245 36.27190  0.118
C -18.40572 11.96819 28.13784  -0.775
O -17.39683 12.00480 27.45828  0.055
N -19.56166 12.55846 27.95706  0.171
N -18.35932 11.55199 29.35903  0.148
H -19.87395 12.95583 27.08260  0.127
H -20.25044 12.56210 28.69576  0.047
H -17.56370 11.06220 29.74268  0.125
H -19.14146 11.72878 29.97312  0.067
C -16.67222 15.77706 30.17737  -0.822
O -16.59237 16.95825 30.02087  0.062
N -15.72074 14.97006 29.85552  0.193
N -17.80716 15.17071 30.40839  0.153
H -14.80299 15.39149 29.87096  0.136
H -15.88769 13.99020 30.03466  0.102
H -18.62242 15.75570 30.29330  0.109
H -17.83954 14.17771 30.22668  0.076

# 3
C11H42N13O13 | the ωB97M-V functional and the def2-TZVPD basis

Calculated values
Energy relative to the best compared isomer or geometry (same formula, charge and spin) in kcal/mol: 75.7
E in eV: -58083.59254
Multiplicity: 1
Kohn-Sham gap in eV: 9.0431
Total charge: -1

Last column: Löwdin charge in e.
CARTESIAN COORDINATES (ANGSTROEM)
O -18.52664 18.37449 19.29069  0.080
C -19.54070 18.73994 20.03627  -0.859
O -20.45747 17.90560 20.02766  -0.010
O -19.41973 19.77207 20.69285  -0.005
H -19.09263 17.60973 19.16261  0.085
C -15.44264 19.94475 22.18653  -0.772
O -16.29622 20.60259 22.72852  0.044
N -15.67741 18.86614 21.57414  0.206
N -14.15252 20.24674 22.15943  0.168
H -14.92075 18.20586 21.46647  0.123
H -16.61438 18.51619 21.43367  0.121
H -13.87756 20.95455 22.82540  0.114
H -13.47910 19.69952 21.64256  0.108
C -17.48599 14.96954 20.01278  -0.805
O -16.38788 15.19400 19.58023  0.038
N -17.72147 14.99188 21.27840  0.181
N -18.58043 14.63928 19.39309  0.182
H -16.92493 15.24382 21.84599  0.131
H -18.62381 14.60235 21.51109  0.119
H -18.63208 14.42594 18.40723  0.124
H -19.45989 14.79412 19.86498  0.114
C -22.64780 21.40476 21.14184  -0.764
O -23.55274 22.10720 21.55642  0.003
N -21.40261 21.70935 21.36015  0.175
N -22.80757 20.28289 20.41636  0.168
H -21.29930 22.53823 21.92795  0.124
H -20.76192 20.92865 21.37051  0.060
H -22.02292 19.65717 20.30280  0.060
H -23.73102 20.13467 20.03506  0.108
C -15.47301 17.21629 16.87475  -0.866
O -14.99883 17.77871 15.92901  0.023
N -15.64270 17.66361 18.04054  0.207
N -15.91180 16.01144 16.70631  0.164
H -15.47195 18.59636 18.38827  0.095
H -16.24719 17.06401 18.58384  0.072
H -16.40271 15.48370 17.41384  0.068
H -15.92765 15.53083 15.81813  0.117
C -19.96503 17.52355 15.85704  -0.838
O -19.77008 16.34505 15.64940  0.005
N -21.16921 17.94747 15.97896  0.174
N -19.07234 18.40697 16.11773  0.207
H -21.90636 17.26359 15.88401  0.119
H -21.30219 18.92328 16.20305  0.085
H -18.15255 17.99807 16.03467  0.117
H -19.25831 19.17537 16.74628  0.068
C -22.38510 17.76056 23.44986  -0.718
O -21.49716 18.36636 24.05733  0.005
N -23.45287 17.39904 24.09452  0.159
N -22.46380 17.62508 22.13852  0.188
H -23.71454 17.45057 25.06868  0.124
H -24.07485 16.94246 23.44278  0.096
H -21.72062 17.85354 21.49385  0.061
H -23.39533 17.40777 21.81429  0.104
C -19.84681 21.71052 15.41843  -0.069
C -19.47461 21.72885 16.88013  -0.427
C -19.20339 23.07738 17.61233  -0.144
O -18.09518 23.93191 17.19736  -0.178
C -16.81373 23.33564 17.42990  -0.107
N -20.53982 20.96819 17.52706  0.048
H -20.73519 22.33918 15.35789  0.076
H -19.96239 20.78225 14.85891  0.070
H -19.14832 22.24857 14.77756  0.078
H -18.64577 21.02120 16.89912  0.108
H -19.12435 22.95667 18.69274  0.112
H -20.12372 23.65983 17.65524  0.120
H -16.53202 22.49783 16.79207  0.085
H -16.62382 22.83650 18.38011  0.063
H -16.17214 24.21668 17.41466  0.087
H -21.40355 21.48749 17.46067  0.077
H -20.48959 20.99791 18.53537  0.055
O -16.71604 20.25437 18.96641  -0.059
H -17.47338 19.69134 19.12661  -0.026
H -16.90207 21.05306 19.46010  0.000
O -18.84092 18.26594 23.46407  -0.075
H -19.69569 18.38685 23.87756  -0.030
H -18.71616 19.05440 22.93587  -0.003
O -17.84173 22.06229 21.21405  -0.070
H -18.68048 21.60235 21.17943  -0.016
H -17.33787 21.59284 21.87886  -0.032

# 4
C11H42N6O10 | the ωB97M-V functional and the def2-TZVPD basis

Calculated values
Energy relative to the best compared isomer or geometry (same formula, charge and spin) in kcal/mol: 0.8
E in eV: -41500.94665
Multiplicity: 1
Kohn-Sham gap in eV: 8.9515
SMILES: NC(N)=O.NC(N)=O.NC(N)=O.CCO.CO.CO.CO.CO.CO.CO

Last column: Löwdin charge in e.
CARTESIAN COORDINATES (ANGSTROEM)
C 14.53500 -19.53900 8.06400  -0.038
C 13.27600 -19.68600 7.16600  -0.285
O 12.15700 -20.12900 7.90100  -0.119
H 14.32200 -18.87200 8.96400  0.071
H 15.35400 -19.06900 7.50100  0.072
H 14.79700 -20.50900 8.35000  0.049
H 13.58400 -20.38100 6.33400  0.121
H 13.03100 -18.71100 6.69800  0.080
H 11.37900 -20.28000 7.34000  0.046
C 11.67000 -16.96400 8.94800  -0.583
O 11.87000 -16.66900 7.62000  -0.140
N 11.36000 -16.02400 9.83900  0.163
N 11.77600 -18.15900 9.45200  0.175
H 11.26900 -15.05600 9.53300  0.120
H 11.08900 -16.18300 10.80500  0.120
H 12.08200 -18.85200 8.75700  0.035
H 12.23400 -18.07100 10.35600  0.078
C 10.47500 -18.66000 5.39700  -0.569
O 11.55100 -18.54200 4.49600  -0.142
N 9.74700 -17.70300 5.87600  0.165
N 10.23600 -19.86700 5.88500  0.141
H 10.10400 -16.74600 5.68800  0.131
H 9.37600 -17.72600 6.84400  0.133
H 10.79100 -20.58500 5.37800  0.087
H 9.52000 -20.15400 6.57100  0.106
C 14.60300 -15.80200 5.22200  -0.578
O 15.65900 -15.10700 4.66400  -0.120
N 14.19800 -17.00000 4.81300  0.159
N 13.85300 -15.36100 6.20400  0.144
H 14.56000 -17.39600 3.95400  0.059
H 13.33700 -17.48100 5.08700  0.081
H 14.09200 -14.38500 6.53500  0.156
H 12.97400 -15.74000 6.45200  0.038
C 10.00600 -22.13700 8.94000  -0.144
O 9.11000 -21.25000 8.28000  -0.133
H 10.55500 -21.63500 9.72300  0.077
H 10.64800 -22.77400 8.22800  0.113
H 9.34800 -22.75000 9.52000  0.064
H 9.16400 -20.46400 8.80600  0.066
C 17.53000 -17.90100 4.20500  -0.134
O 16.57600 -18.47800 5.11000  -0.183
H 18.15300 -18.64700 3.76000  0.071
H 18.11400 -17.17600 4.65700  0.053
H 16.88100 -17.49900 3.44500  0.065
H 15.78800 -17.87800 5.26500  0.041
C 14.72800 -18.06100 11.88000  -0.128
O 13.65300 -17.46400 11.20000  -0.169
H 15.42000 -18.37200 11.17900  0.048
H 14.43000 -18.93100 12.49200  0.098
H 15.07900 -17.20100 12.46600  0.094
H 14.13900 -16.94700 10.55600  0.016
C 16.19800 -16.07700 9.28800  -0.102
O 14.80500 -16.33000 9.07900  -0.163
H 16.36500 -16.06300 10.36100  0.072
H 16.38100 -15.05300 8.96800  0.087
H 16.80500 -16.85200 8.78200  0.099
H 14.60200 -16.00900 8.18900  0.055
C 14.54100 -19.34300 2.69000  -0.130
O 14.33100 -18.00000 2.22500  -0.128
H 13.89600 -19.50500 3.58000  0.065
H 15.54500 -19.44000 3.10900  0.062
H 14.44800 -20.10100 1.87200  0.094
H 13.47600 -17.93600 1.83000  0.075
C 12.00900 -22.70400 4.78100  -0.147
O 12.20000 -21.36100 4.50100  -0.166
H 12.79400 -23.25000 5.35200  0.102
H 11.88000 -23.12000 3.75600  0.101
H 11.10600 -22.77600 5.33700  0.055
H 11.78300 -21.15700 3.65300  0.098

What is the formula in the third record?
C11H42N13O13